Record 1
This record from the Open Molecules 2025 dataset describes a structure of composition C37H51BrN2P2PbS in a non-equilibrium geometry. The level of theory is ωB97M-V/def2-TZVPD.

Cartesian coordinates (Å):
N (-5.05, -1.54, -7.88)
C (-4.24, -2.57, -7.56)
C (-3.63, -2.68, -6.30)
C (-3.85, -1.68, -5.33)
C (-4.79, -0.67, -5.66)
C (-5.35, -0.63, -6.95)
C (-3.08, -1.66, -4.09)
Pb (-1.14, -2.32, -1.04)
P (-1.31, -0.07, 5.25)
C (-3.41, -0.80, -3.08)
C (-2.50, -0.16, -2.20)
C (-3.05, 0.55, -1.13)
C (-2.29, 1.34, -0.31)
C (-0.91, 1.54, -0.62)
C (-0.31, 0.68, -1.55)
C (-1.07, -0.18, -2.36)
Br (-0.78, -0.66, 1.34)
H (-2.23, -2.36, -4.01)
H (-4.44, -0.48, -2.94)
H (-2.96, -3.50, -6.08)
H (-5.08, 0.11, -4.96)
H (-4.04, -3.33, -8.33)
H (-6.05, 0.16, -7.24)
H (-4.13, 0.53, -1.04)
H (-0.60, -0.67, -3.23)
H (-2.80, 1.83, 0.53)
H (0.77, 0.68, -1.63)
P (-0.19, 3.22, -0.48)
C (-1.54, -1.66, 4.35)
C (-2.36, -2.74, 5.07)
H (-0.55, -2.06, 4.11)
H (-2.01, -1.41, 3.39)
H (-2.28, -3.69, 4.55)
H (-2.02, -2.90, 6.10)
H (-3.42, -2.48, 5.10)
C (-2.45, 1.18, 4.51)
C (-2.93, 2.27, 5.48)
H (-3.31, 0.59, 4.16)
H (-1.98, 1.63, 3.63)
H (-3.78, 2.82, 5.04)
H (-3.28, 1.85, 6.43)
H (-2.15, 3.00, 5.70)
C (0.36, 0.69, 4.88)
C (1.38, 0.31, 5.95)
H (0.21, 1.78, 4.89)
H (0.69, 0.39, 3.87)
H (2.38, 0.67, 5.67)
H (1.16, 0.75, 6.92)
H (1.44, -0.77, 6.07)
C (1.49, 3.50, 0.19)
C (2.40, 4.50, -0.53)
H (1.90, 2.49, 0.34)
H (1.31, 3.92, 1.19)
H (3.09, 4.03, -1.25)
H (1.79, 5.24, -1.06)
H (3.00, 5.05, 0.20)
C (-1.32, 3.80, 0.80)
C (-2.55, 4.49, 0.22)
H (-0.79, 4.48, 1.46)
H (-1.54, 2.92, 1.43)
H (-2.27, 5.13, -0.62)
H (-3.32, 3.78, -0.10)
H (-2.99, 5.13, 0.99)
C (-0.16, 3.84, -2.19)
C (0.98, 3.35, -3.11)
H (-0.13, 4.94, -2.12)
H (-1.13, 3.58, -2.65)
H (0.59, 2.83, -4.00)
H (1.56, 4.20, -3.50)
H (1.69, 2.66, -2.63)
N (1.15, -1.81, -0.65)
S (2.61, -2.24, -1.20)
C (3.91, -1.20, -0.51)
C (4.73, -0.59, -1.47)
C (5.99, -0.08, -1.13)
C (6.43, -0.12, 0.20)
C (5.54, -0.57, 1.19)
C (4.29, -1.11, 0.84)
C (3.05, -3.81, -0.47)
C (2.08, -4.81, -0.38)
C (2.37, -6.02, 0.27)
C (3.64, -6.22, 0.83)
C (4.65, -5.28, 0.57)
C (4.38, -4.07, -0.08)
H (1.18, -1.47, 0.33)
H (4.38, -0.56, -2.50)
H (6.64, 0.33, -1.91)
H (7.45, 0.20, 0.47)
H (5.84, -0.51, 2.25)
H (3.62, -1.49, 1.60)
H (1.10, -4.62, -0.81)
H (1.61, -6.80, 0.35)
H (3.84, -7.09, 1.46)
H (5.68, -5.47, 0.90)
H (5.18, -3.33, -0.23)

Summary:
energy above the lowest of the compared OMol25 structures with the same formula, charge and spin: 0.000 eV
total charge: +4
DFT total energy: -5396.1935 Ha
E_HOMO (alpha / beta): -17.50 / -17.50 eV

---

Record 2
This record from the Open Molecules 2025 dataset describes a cluster of 2 separate species, C7H12ClN2O2S in total in a non-equilibrium geometry. The level of theory is ωB97M-V/def2-TZVPD.

Cartesian coordinates (Å):
C (1.63, -0.11, -1.58)
C (1.04, 1.01, -1.39)
C (0.75, -0.11, 0.42)
C (0.92, -3.17, 0.19)
C (-0.47, 2.38, 1.69)
C (1.97, -2.17, -0.09)
C (-0.32, 2.05, 0.41)
N (1.44, -0.86, -0.45)
N (0.50, 1.04, -0.14)
O (-2.32, 1.39, -1.60)
O (-3.27, 2.18, 0.42)
S (-3.38, 1.12, -0.73)
Cl (-2.82, -0.54, 0.57)
H (2.08, -0.53, -2.50)
H (0.79, 1.87, -2.10)
H (0.14, -0.48, 1.20)
H (0.07, -2.57, 0.48)
H (1.26, -3.83, 0.90)
H (0.65, -3.64, -0.71)
H (-1.07, 3.13, 2.02)
H (-0.14, 1.67, 2.44)
H (-3.93, 2.20, 1.03)
H (2.69, -2.50, -0.95)
H (2.70, -2.11, 0.80)
H (-0.91, 2.57, -0.31)

Summary:
energy above the lowest of the compared OMol25 structures with the same formula, charge and spin: 1.752 eV
total charge: +1
DFT total energy: -1391.9919 Ha
E_HOMO: -13.50 eV